{"formula": "C2H4N4", "method": "ωB97M-V/def2-TZVPD", "symbols": ["N", "N", "N", "N", "C", "C", "H", "H", "H", "H"], "coordinates": [[-1.88, 0.13, 0.11], [0.32, -0.56, -0.17], [-2.87, 0.89, 0.23], [-2.55, -0.90, -0.27], [1.70, -0.29, -0.12], [-0.54, 0.31, 0.05], [2.20, -0.99, -0.72], [-0.30, 1.36, 0.23], [2.03, 0.69, -0.18], [1.89, -0.63, 0.84]], "orbital_gap_ev": [8.874, 8.563], "energy_ev": -8092.049, "homo_energy_ev": [-9.23, -9.03]}


{"formula": "C56H42BCeN6O8", "method": "ωB97M-V/def2-TZVPD", "symbols": ["Ce", "O", "O", "O", "O", "O", "O", "O", "O", "N", "N", "N", "N", "N", "N", "C", "C", "C", "C", "C", "C", "C", "C", "C", "C", "C", "C", "C", "C", "C", "C", "C", "C", "C", "C", "C", "C", "C", "C", "C", "C", "C", "C", "C", "C", "C", "C", "C", "C", "C", "C", "C", "C", "C", "C", "C", "C", "C", "C", "C", "C", "C", "C", "C", "C", "C", "C", "C", "C", "C", "C", "B", "H", "H", "H", "H", "H", "H", "H", "H", "H", "H", "H", "H", "H", "H", "H", "H", "H", "H", "H", "H", "H", "H", "H", "H", "H", "H", "H", "H", "H", "H", "H", "H", "H", "H", "H", "H", "H", "H", "H", "H", "H", "H"], "coordinates": [[0.63, -1.49, 0.93], [-4.55, -5.90, -1.19], [-6.22, -4.42, -1.03], [-0.68, -5.56, 2.07], [-1.74, -3.26, 5.20], [-4.74, 8.17, -0.49], [-3.36, -4.04, -5.41], [9.22, 1.49, -1.44], [0.33, -3.82, 1.11], [2.87, -2.42, 1.71], [1.47, -0.01, -0.75], [-2.01, -2.52, 1.17], [2.30, 0.39, 1.58], [-0.71, 2.09, 2.09], [-1.25, 1.06, 0.14], [-4.28, -2.62, 0.37], [-2.16, 5.72, 0.08], [-1.25, -1.40, -4.10], [0.31, 3.71, 0.73], [-4.19, 4.56, 0.31], [-2.06, -1.17, 4.19], [-1.19, -2.20, 4.60], [1.70, -1.08, -2.77], [-1.96, -2.20, -4.95], [5.57, 1.34, -1.78], [-4.17, -5.06, -4.91], [3.44, 0.90, 1.10], [7.55, 0.44, -0.08], [-4.20, 6.92, -0.23], [-4.88, 5.73, 0.00], [-3.25, 1.69, -0.73], [0.32, 1.15, 2.44], [0.20, -2.09, 4.39], [2.95, -0.69, -2.40], [2.85, -0.06, -1.06], [-0.88, 3.41, 1.61], [-2.76, 0.62, -1.48], [-6.06, 8.35, -0.22], [-1.48, 0.29, -1.01], [2.69, 2.36, 2.64], [-1.28, -1.59, -2.70], [-1.57, -0.05, 3.56], [0.73, 2.51, 0.33], [-2.09, 3.34, 0.86], [-0.63, -0.67, -1.72], [9.48, 2.28, -2.57], [0.65, -0.94, 3.81], [5.19, 0.68, -0.63], [-2.73, -3.27, -4.47], [-5.11, -4.87, -0.80], [1.78, 1.28, 2.43], [-0.97, -4.47, 5.22], [-2.82, 4.51, 0.40], [3.96, -2.82, 1.61], [-2.00, -2.68, -2.26], [-4.18, -3.99, 0.13], [-2.71, -3.52, -3.09], [-0.17, 1.42, 0.93], [6.88, 1.64, -2.08], [-1.99, -3.85, 1.09], [6.24, 0.19, 0.21], [-3.06, -4.62, 0.69], [3.78, 2.09, 1.80], [3.81, 0.47, -0.23], [-2.37, 2.03, 0.25], [-2.80, 6.90, -0.18], [7.87, 1.20, -1.20], [0.77, -0.55, -1.78], [-3.19, -1.93, 0.89], [-0.68, -4.49, 1.49], [-0.22, 0.07, 3.35], [5.51, -3.22, 1.35], [-3.17, -0.85, 0.94], [-4.75, 3.69, 0.52], [10.59, 2.45, -2.58], [8.98, 3.26, -2.39], [-0.58, -4.72, 4.25], [-2.26, 7.80, -0.40], [-1.91, -2.06, -6.00], [-6.20, 9.45, -0.31], [9.22, 1.80, -3.56], [-4.23, 2.15, -0.89], [5.66, -4.29, 1.78], [-2.95, -5.68, 0.58], [-6.75, 7.82, -0.89], [-3.26, 0.04, -2.23], [-1.08, 5.69, 0.09], [-1.64, -5.26, 5.50], [6.01, -0.41, 1.09], [5.73, -3.14, 0.18], [2.55, 3.27, 3.19], [-0.60, -0.62, -4.44], [1.73, -0.84, 3.63], [-3.29, -4.35, -2.64], [-3.61, -5.89, -4.43], [6.20, -2.35, 1.84], [8.38, 0.08, 0.53], [-5.96, 5.63, -0.10], [-3.11, -1.31, 4.31], [4.60, 2.74, 1.54], [-4.90, -4.75, -4.17], [-4.67, -5.49, -5.78], [-0.13, -4.46, 5.93], [-6.30, 7.99, 0.76], [3.91, -0.85, -2.88], [7.12, 2.19, -2.95], [-1.96, -2.93, -1.20], [1.44, -1.69, -3.61], [4.79, 1.74, -2.41], [1.64, 2.31, -0.20], [0.88, -2.89, 4.55], [-2.21, 0.71, 3.18], [-5.17, -2.09, 0.06], [0.79, 4.65, 0.46]], "multiplicity": 2, "orbital_gap_ev": [5.281, 5.291], "charge": -2, "energy_ev": -97677.227, "homo_energy_ev": [-2.01, -2.02]}


{"formula": "C34H29BrF2FeGeN2O2", "method": "ωB97M-V/def2-TZVPD", "symbols": ["Br", "Ge", "Fe", "F", "F", "O", "O", "N", "N", "C", "C", "C", "C", "C", "C", "C", "C", "C", "C", "C", "C", "C", "C", "C", "C", "C", "C", "C", "C", "C", "C", "C", "C", "C", "C", "C", "C", "C", "C", "C", "C", "C", "C", "H", "H", "H", "H", "H", "H", "H", "H", "H", "H", "H", "H", "H", "H", "H", "H", "H", "H", "H", "H", "H", "H", "H", "H", "H", "H", "H", "H", "H"], "coordinates": [[5.05, -4.82, -0.76], [-3.80, -1.91, -2.83], [-0.37, 0.24, -0.22], [0.08, -2.12, 1.55], [-1.30, -1.76, -0.09], [-2.31, 0.63, 0.36], [-1.67, 0.87, -1.68], [-0.03, 2.14, 0.27], [1.66, 0.20, -0.26], [4.65, -2.03, -0.47], [-6.37, -3.61, -6.43], [-0.92, 3.12, 0.41], [-6.59, -4.08, -5.15], [0.78, 4.80, 0.34], [-2.62, 0.74, -0.87], [3.90, -0.88, -0.36], [4.02, -3.26, -0.63], [-0.81, -1.26, 1.10], [-4.17, -4.27, 0.71], [-5.84, -3.59, -4.09], [-1.94, -2.38, -3.22], [2.64, -3.33, -0.73], [-4.85, -2.63, -4.30], [0.70, -3.26, -3.60], [2.16, 1.34, 0.05], [2.50, -0.95, -0.40], [-4.40, -2.75, -1.16], [1.72, 3.79, 0.21], [-0.55, 4.46, 0.45], [1.89, -2.17, -0.63], [-0.32, -4.18, -3.44], [1.27, 2.49, 0.19], [-6.08, -2.82, 0.59], [-5.36, -3.80, 1.26], [-3.70, -3.75, -0.48], [-5.60, -2.31, -0.60], [-0.90, -1.47, -3.43], [-4.64, -2.18, -5.60], [-5.39, -2.66, -6.66], [-4.04, 0.69, -1.33], [-1.63, -3.74, -3.25], [-4.24, 0.01, -2.69], [0.41, -1.90, -3.61], [-2.77, -4.12, -0.88], [-7.36, -4.83, -4.97], [1.72, -3.60, -3.74], [-5.30, 0.06, -2.94], [3.22, 1.48, 0.23], [2.78, 4.00, 0.12], [-7.01, -2.46, 1.01], [5.73, -1.98, -0.44], [-6.20, -1.56, -1.12], [0.82, -2.23, -0.77], [-1.32, 5.21, 0.56], [-3.87, -1.44, -5.80], [-3.61, -5.05, 1.22], [1.09, 5.84, 0.35], [-3.71, 0.56, -3.47], [-2.41, -4.48, -3.15], [-5.73, -4.21, 2.19], [-1.57, -0.98, 1.82], [4.42, 0.06, -0.27], [-6.96, -4.00, -7.26], [-1.12, -0.41, -3.49], [-4.61, 0.18, -0.55], [-6.02, -3.97, -3.09], [-1.95, 2.82, 0.52], [-5.21, -2.29, -7.66], [2.16, -4.28, -0.90], [-0.11, -5.24, -3.48], [-4.40, 1.72, -1.37], [1.20, -1.18, -3.79]], "multiplicity": 2, "orbital_gap_ev": [6.337, 6.193], "charge": 1, "energy_ev": -209177.946, "homo_energy_ev": [-10.88, -10.88]}


{"formula": "C33H83N6O15V", "method": "ωB97M-V/def2-TZVPD", "symbols": ["V", "O", "O", "O", "O", "O", "O", "O", "O", "O", "O", "O", "O", "O", "O", "O", "N", "N", "N", "N", "N", "N", "C", "C", "C", "C", "C", "C", "C", "C", "C", "C", "C", "C", "C", "C", "C", "C", "C", "C", "C", "C", "C", "C", "C", "C", "C", "C", "C", "C", "C", "C", "C", "C", "C", "H", "H", "H", "H", "H", "H", "H", "H", "H", "H", "H", "H", "H", "H", "H", "H", "H", "H", "H", "H", "H", "H", "H", "H", "H", "H", "H", "H", "H", "H", "H", "H", "H", "H", "H", "H", "H", "H", "H", "H", "H", "H", "H", "H", "H", "H", "H", "H", "H", "H", "H", "H", "H", "H", "H", "H", "H", "H", "H", "H", "H", "H", "H", "H", "H", "H", "H", "H", "H", "H", "H", "H", "H", "H", "H", "H", "H", "H", "H", "H", "H", "H", "H"], "coordinates": [[37.94, 12.00, -7.06], [36.37, 11.56, -6.94], [41.76, 12.26, -11.16], [39.72, 12.85, -5.93], [41.25, 16.27, -7.95], [38.13, 12.74, -8.45], [32.02, 16.72, -2.52], [38.14, 12.31, -4.73], [34.52, 9.01, -4.25], [40.02, 12.94, -3.72], [40.25, 12.87, 2.00], [36.59, 14.45, -6.85], [46.07, 11.59, -7.08], [42.07, 9.50, -4.27], [38.01, 13.29, -2.02], [42.91, 16.34, -0.59], [41.11, 10.29, -9.17], [41.24, 15.65, -5.17], [44.52, 11.10, -4.73], [36.69, 10.65, -2.65], [34.11, 14.13, -4.02], [42.38, 13.49, -0.31], [40.66, 9.26, -4.28], [37.35, 12.48, -1.12], [37.97, 14.62, -1.64], [46.02, 10.98, -4.76], [42.63, 12.04, -9.97], [34.10, 9.11, -5.63], [42.42, 14.17, -1.62], [32.31, 15.36, -2.75], [42.49, 10.62, -3.45], [43.73, 17.49, -0.31], [43.33, 14.38, -5.42], [42.42, 15.49, -6.05], [35.94, 8.87, -4.20], [46.60, 11.95, -5.78], [39.29, 12.67, -4.78], [43.34, 15.47, -1.58], [36.59, 9.19, -2.84], [40.77, 16.02, -9.25], [40.81, 11.97, 1.04], [41.14, 12.69, -0.35], [42.07, 15.13, -7.49], [46.55, 12.63, -8.01], [33.71, 15.36, -3.43], [44.02, 10.70, -3.40], [35.44, 14.05, -4.63], [37.50, 11.00, -1.45], [41.80, 11.49, -8.82], [37.55, 15.39, -6.35], [35.35, 14.49, -6.13], [42.17, 13.20, -12.12], [42.70, 11.07, -7.63], [30.77, 16.82, -1.91], [40.05, 12.32, 3.28], [40.53, 16.14, -5.70], [36.26, 7.87, -4.49], [31.59, 14.94, -3.46], [39.47, 11.40, 3.32], [36.11, 14.66, -4.02], [42.01, 10.45, -2.48], [42.14, 10.94, -6.71], [40.30, 13.36, -0.55], [37.12, 10.47, -0.57], [37.12, 11.07, -3.46], [43.63, 14.56, -4.39], [41.47, 16.47, -9.95], [38.60, 15.29, -2.22], [36.06, 8.70, -2.03], [41.59, 14.16, -7.46], [33.01, 9.18, -5.59], [40.73, 14.93, -9.35], [34.40, 8.35, -6.35], [40.11, 11.14, 0.94], [41.74, 11.49, 1.37], [37.26, 16.42, -6.52], [41.26, 11.83, -1.01], [41.71, 9.52, -9.43], [36.95, 14.99, -1.66], [47.55, 12.37, -8.38], [44.53, 9.79, -3.11], [42.97, 15.14, -8.11], [39.57, 13.01, 3.98], [41.74, 12.89, -13.08], [34.68, 13.79, -6.63], [44.37, 15.19, -1.39], [42.05, 11.53, -3.87], [40.13, 9.15, -3.33], [44.27, 14.29, -5.96], [47.68, 11.79, -5.79], [34.32, 10.10, -6.02], [42.99, 16.42, -5.98], [39.84, 16.55, -9.47], [30.64, 17.90, -1.79], [42.35, 14.19, 0.41], [32.39, 14.67, -1.92], [42.98, 18.22, 0.01], [43.21, 10.14, -7.86], [45.86, 12.68, -8.85], [33.61, 15.97, -4.32], [39.32, 13.07, -3.08], [40.22, 10.17, -4.68], [34.88, 15.46, -6.25], [46.48, 11.15, -3.79], [30.62, 16.29, -0.97], [35.73, 13.00, -4.53], [42.92, 13.37, -5.50], [38.36, 14.71, -0.63], [36.31, 12.79, -1.05], [42.91, 13.45, -2.28], [46.56, 13.62, -7.56], [43.25, 13.32, -12.26], [37.59, 8.78, -2.84], [44.42, 17.41, 0.53], [44.30, 17.87, -1.15], [30.02, 16.38, -2.56], [43.14, 12.96, -9.67], [36.45, 9.46, -4.95], [41.84, 14.18, -11.79], [46.30, 9.93, -4.89], [43.35, 11.29, -10.29], [46.46, 13.02, -5.58], [40.91, 14.69, -5.17], [37.74, 12.57, -0.10], [43.33, 16.05, -2.51], [34.01, 13.28, -3.47], [41.10, 12.26, -8.51], [38.56, 10.75, -1.51], [41.00, 12.10, 3.77], [37.65, 15.22, -5.28], [40.30, 8.44, -4.91], [44.41, 11.40, -2.67], [40.75, 10.60, -10.06], [34.41, 15.76, -2.70], [38.53, 15.24, -6.82], [44.01, 10.45, -5.31], [43.43, 11.85, -7.38], [41.44, 14.44, -2.02]], "orbital_gap_ev": 6.536, "energy_ev": -100899.498, "homo_energy_ev": -8.49}


{"formula": "C3H6N5O2", "method": "ωB97M-V/def2-TZVPD", "symbols": ["O", "O", "N", "N", "N", "N", "N", "C", "C", "C", "H", "H", "H", "H", "H", "H"], "coordinates": [[-3.03, 0.93, -0.10], [-3.00, -1.19, 0.21], [1.80, -2.10, 0.06], [-1.05, -0.11, -0.14], [-0.41, 2.17, 0.09], [-0.52, -1.34, -0.17], [-2.62, -0.12, 0.01], [1.18, 0.32, 0.06], [0.78, -1.19, 0.00], [-0.22, 0.87, 0.02], [2.77, -1.71, -0.07], [1.68, 0.68, -0.90], [1.78, -3.05, 0.19], [-1.31, 2.47, -0.21], [0.47, 2.66, 0.05], [1.71, 0.71, 0.90]], "orbital_gap_ev": 9.104, "charge": 1, "smiles": "NC1=NN([N+](=O)[O-])C(=[NH2+])C1", "energy_ev": -14742.192, "homo_energy_ev": -13.36}


{"formula": "C10H12Cl2N3O6STl", "method": "ωB97M-V/def2-TZVPD", "symbols": ["Tl", "Cl", "Cl", "S", "O", "O", "O", "O", "O", "O", "N", "N", "N", "C", "C", "C", "C", "C", "C", "C", "C", "C", "C", "H", "H", "H", "H", "H", "H", "H", "H", "H", "H", "H", "H"], "coordinates": [[0.31, -0.12, -0.11], [2.64, 2.22, 0.12], [2.38, 0.79, -2.41], [0.78, -0.64, 3.13], [-1.66, -2.09, 2.22], [-2.00, 3.41, -0.34], [0.27, -1.96, -1.85], [0.39, 0.42, 2.11], [2.25, -0.86, 0.27], [4.47, -0.86, 0.07], [-0.69, -2.06, 0.17], [-0.74, -3.92, -1.25], [-0.85, 1.40, -0.85], [-1.41, -2.67, 1.18], [-0.39, -4.52, -2.53], [3.33, 0.96, -0.93], [-1.42, 2.41, -0.55], [3.38, -0.37, -0.14], [2.45, -0.19, 3.62], [-1.80, -4.04, 0.88], [-1.46, -4.60, -0.29], [-0.36, -2.63, -1.01], [-0.08, -0.10, 4.61], [-1.14, -0.30, 4.45], [0.09, 0.96, 4.77], [0.28, -0.69, 5.46], [2.79, -0.86, 4.41], [-0.65, -5.58, -2.52], [-1.73, -5.61, -0.55], [0.67, -4.41, -2.72], [-0.94, -4.03, -3.34], [4.34, 1.26, -1.19], [-2.36, -4.60, 1.62], [2.48, 0.85, 3.94], [3.07, -0.33, 2.73]], "orbital_gap_ev": 9.322, "energy_ev": -67894.092, "homo_energy_ev": -9.34}


{"formula": "CH2ClO2S", "method": "ωB97M-V/def2-TZVPD", "symbols": ["Cl", "S", "O", "O", "C", "H", "H"], "coordinates": [[0.38, -1.81, 0.17], [-0.47, -0.15, 1.53], [0.73, 0.42, 2.14], [-1.29, -0.94, 2.50], [0.10, 0.48, -2.36], [-0.56, 1.32, -2.03], [1.11, 0.68, -1.95]], "orbital_gap_ev": [7.157, 7.256], "charge": -1, "energy_ev": -28519.836, "homo_energy_ev": [-4.75, -4.75]}


{"formula": "C4H13NO2", "method": "ωB97M-V/def2-TZVPD", "symbols": ["O", "O", "N", "C", "C", "C", "C", "H", "H", "H", "H", "H", "H", "H", "H", "H", "H", "H", "H", "H"], "coordinates": [[3.94, -2.90, -3.16], [-3.04, 2.42, 3.15], [-0.77, -0.81, 1.00], [-0.18, 0.48, -0.93], [-1.10, -0.61, -0.48], [0.53, -0.10, 1.20], [0.44, 1.14, 0.30], [-0.95, -1.50, -1.09], [-3.38, 2.38, 2.24], [-0.51, 1.25, -1.63], [4.09, -3.33, -4.01], [3.41, -2.12, -3.43], [1.44, 1.53, 0.12], [0.49, -0.07, -1.61], [-0.29, 1.80, 0.77], [-0.69, -1.78, 1.28], [-3.34, 3.26, 3.48], [0.68, 0.14, 2.25], [-2.18, -0.49, -0.39], [1.42, -0.70, 0.94]], "orbital_gap_ev": 9.234, "smiles": "C1CCNC1.O.O", "energy_ev": -9942.971, "homo_energy_ev": -8.54}


Copy entry 7 word for word.
{"formula": "CH2ClO2S", "method": "ωB97M-V/def2-TZVPD", "symbols": ["Cl", "S", "O", "O", "C", "H", "H"], "coordinates": [[0.38, -1.81, 0.17], [-0.47, -0.15, 1.53], [0.73, 0.42, 2.14], [-1.29, -0.94, 2.50], [0.10, 0.48, -2.36], [-0.56, 1.32, -2.03], [1.11, 0.68, -1.95]], "orbital_gap_ev": [7.157, 7.256], "charge": -1, "energy_ev": -28519.836, "homo_energy_ev": [-4.75, -4.75]}